(1)
Density functional theory data (ωB97M-V with the def2-TZVPD basis set) for a 2-piece molecular cluster, C22H27N3S2 overall in a non-equilibrium geometry.

Structure (XYZ):
```
54
Properties=species:S:1:pos:R:3
C -1.67 0.82 2.54
N -0.80 -0.29 2.90
C -1.34 -1.61 2.65
C 0.53 -0.07 3.24
S 1.23 1.40 2.76
S 1.42 -1.26 4.12
H -1.42 1.70 3.14
H -1.62 1.08 1.47
H -2.70 0.51 2.76
H -0.74 -2.36 3.18
H -2.36 -1.63 3.04
H -1.41 -1.85 1.58
C -3.78 1.99 9.01
N -2.78 2.27 8.01
C -2.92 3.36 7.05
C -1.65 3.25 6.17
C -0.97 2.04 6.66
C -1.69 1.50 7.75
C -1.27 0.32 8.38
C -0.19 -0.39 7.83
C 0.62 0.21 6.81
C 1.89 -0.30 6.38
C 2.78 -1.19 7.06
C 3.93 -1.70 6.38
C 4.83 -2.50 7.02
C 4.59 -2.94 8.34
N 5.52 -3.84 8.71
C 5.48 -4.62 9.93
C 6.47 -4.13 7.65
C 6.06 -3.15 6.52
C 3.51 -2.42 9.06
C 2.64 -1.52 8.45
C 0.16 1.41 6.21
H -3.30 1.56 9.90
H -4.29 2.92 9.30
H -4.54 1.28 8.67
H -3.83 3.25 6.44
H -2.97 4.34 7.55
H -1.93 3.16 5.13
H -1.04 4.13 6.27
H -1.82 -0.05 9.24
H 0.07 -1.38 8.23
H 2.34 0.22 5.49
H 4.11 -1.46 5.32
H 4.98 -4.04 10.73
H 4.92 -5.56 9.82
H 6.49 -4.87 10.27
H 7.51 -3.95 7.97
H 6.40 -5.17 7.31
H 5.88 -3.69 5.60
H 6.85 -2.43 6.33
H 3.35 -2.73 10.10
H 1.88 -1.01 9.04
H 0.71 1.86 5.37
```

As for the spin multiplicity: 1. The HOMO-LUMO gap is 0.219 Ha.

(2)
Density functional theory data (ωB97M-V with the def2-TZVPD basis set) for C20H17F9InN6O4S as an isolated structure in a non-equilibrium geometry.

Structure (XYZ):
```
58
Properties=species:S:1:pos:R:3
In -0.07 0.18 0.19
N -2.43 -3.20 -1.62
C -1.45 -2.32 -1.26
S -1.30 -2.05 0.45
N -0.71 -1.83 -2.20
N 0.28 -1.00 -1.76
C 1.68 -1.32 -2.01
C 1.96 -2.50 -2.87
C 2.79 -3.51 -2.35
C 3.21 -4.57 -3.12
C 2.78 -4.69 -4.43
C 1.85 -3.78 -4.91
C 1.43 -2.72 -4.14
C 2.65 -1.05 -0.95
C 4.03 -1.14 -1.20
C 4.92 -0.69 -0.26
C 4.44 -0.16 0.93
C 3.08 -0.12 1.11
N 2.22 -0.53 0.19
H -3.18 -3.28 -0.95
H -2.72 -3.13 -2.59
H 3.10 -3.46 -1.32
H 3.87 -5.32 -2.70
H 3.14 -5.48 -5.07
H 1.44 -3.90 -5.91
H 0.67 -2.07 -4.53
H 4.38 -1.55 -2.14
H 5.99 -0.75 -0.45
H 5.11 0.22 1.69
H 2.63 0.25 2.02
N 1.03 2.28 0.75
N 0.92 2.43 2.13
C 0.59 1.32 2.94
O 0.81 1.44 4.13
O 0.13 0.30 2.35
H 1.98 2.13 0.40
H 0.60 3.04 0.24
H 1.53 3.09 2.59
F -2.88 4.21 -1.28
C -2.07 3.28 -0.75
F -1.08 3.10 -1.63
F -1.52 3.84 0.33
C -2.77 1.94 -0.40
O -2.01 1.18 0.36
C -4.09 2.28 0.34
F -4.65 1.19 0.86
F -5.03 2.84 -0.45
F -3.89 3.14 1.34
C -3.14 1.25 -1.74
F -2.06 0.69 -2.30
F -3.66 2.08 -2.66
F -4.04 0.28 -1.57
C 0.75 0.27 -3.96
C 0.96 0.04 -2.48
O 1.15 1.10 -1.75
H 0.57 1.33 -4.08
H -0.13 -0.27 -4.29
H 1.62 -0.01 -4.55
```

As for the spin multiplicity: 1. The value obtained for the energy above the lowest of the compared OMol25 structures with the same formula, charge and spin is 0.087 eV. The HOMO-LUMO gap is 0.285 Ha. As for the total charge: -1.

(3)
Density functional theory data (ωB97M-V with the def2-TZVPD basis set) for C18H13BaF3N5O5S as an isolated structure.

Structure (XYZ):
```
46
Properties=species:S:1:pos:R:3
Ba -0.39 -0.55 0.17
C -3.82 3.95 -2.08
C -3.63 3.06 -1.04
C -2.48 2.29 -0.98
C -1.51 2.43 -1.97
C -1.70 3.31 -3.03
C -2.86 4.07 -3.08
N -0.35 1.60 -1.85
N 0.55 1.85 -2.65
C 1.71 1.02 -2.55
C 2.77 1.38 -3.37
C 3.93 0.62 -3.31
C 3.97 -0.46 -2.45
C 2.85 -0.75 -1.68
N 1.73 -0.02 -1.73
H -4.72 4.54 -2.13
H -4.38 2.96 -0.26
H -2.35 1.61 -0.16
H -0.95 3.40 -3.80
H -3.01 4.76 -3.90
H 2.67 2.24 -4.01
H 4.78 0.87 -3.93
H 4.84 -1.09 -2.38
H 2.83 -1.61 -1.02
O 0.58 -0.35 6.63
C 0.48 -0.28 5.43
C 1.09 -1.20 4.40
O 1.68 -2.26 4.61
C 0.80 -0.63 3.11
C -0.12 0.45 3.22
O -0.67 1.00 2.22
C -0.30 0.78 4.65
O -0.95 1.68 5.14
O 1.22 -1.09 1.99
F -3.90 -1.85 0.27
C -2.68 -2.31 -0.25
F -2.98 -2.43 -1.62
F -2.68 -3.66 0.16
N -0.17 -3.70 1.71
C 1.08 -3.78 1.24
N 2.07 -3.82 2.15
S 1.37 -3.80 -0.44
H -0.33 -3.57 2.70
H -0.95 -3.65 1.08
H 1.92 -3.35 3.04
H 2.98 -3.68 1.75
```

As for the spin multiplicity: 1. The value obtained for the energy above the lowest of the compared OMol25 structures with the same formula, charge and spin is 0.202 eV. The HOMO-LUMO gap is 0.174 Ha. As for the total charge: -1.

no.,HOMO energy (eV)
1,-6.71
2,-5.29
3,-4.37